No. 1
The following is a DFT calculation (ωB97M-V/def2-TZVPD) of a structure of composition C21H19CeN7O4SSe in a non-equilibrium geometry.

CARTESIAN COORDINATES (ANGSTROEM)
Ce  1.14428  -0.36887  1.88807
N  -1.16474  -0.13046  -2.20893
C  -0.72515  -0.26562  -0.96866
N  0.44023  0.20152  -0.57009
C  1.38284  0.61130  -1.51892
N  2.64345  0.62597  -1.22788
N  2.90287  0.23150  0.06424
C  3.79795  0.93821  0.64294
C  4.15009  0.61956  2.04317
C  4.70667  1.36861  3.06303
C  4.95911  0.75299  4.27719
C  4.61554  -0.57928  4.50869
C  3.98157  -1.26532  3.46436
N  3.80498  -0.70054  2.31647
C  0.81484  1.04025  -2.77725
C  1.57736  1.74981  -3.72418
C  1.01758  2.00168  -4.96402
C  -0.36131  1.77652  -5.15387
C  -1.10758  1.06419  -4.27685
C  -0.49434  0.66956  -3.08528
H  -2.14450  -0.34571  -2.39820
H  -1.33589  -0.76755  -0.22393
H  4.37562  1.68205  0.15847
H  4.84353  2.40361  2.88874
H  5.44399  1.40495  5.00666
H  4.76861  -1.02524  5.47739
H  3.48459  -2.23183  3.58658
H  2.60772  1.97799  -3.58841
H  1.56084  2.46580  -5.76653
H  -0.73502  2.04101  -6.08078
H  -2.12448  0.79085  -4.56200
O  -0.91211  0.60045  2.16835
C  -0.99898  1.48741  3.13384
O  -1.88437  2.23381  3.37672
C  0.29591  1.66351  4.08875
O  0.37730  2.41440  4.95773
O  1.32537  0.93002  3.61929
C  -4.20950  0.93749  -0.44297
N  -4.08245  -0.50665  -0.61834
C  -3.97235  -1.29284  0.51067
C  -3.87231  -2.56619  0.04492
N  -3.90448  -2.48528  -1.32048
C  -3.35779  -3.55321  -2.13997
C  -4.06138  -1.17983  -1.79455
Se  -0.13487  -2.84107  1.19248
H  -5.28756  1.27911  -0.29842
H  -3.70947  1.47150  -1.28944
H  -3.65415  1.25003  0.44228
H  -3.97252  -0.94615  1.55259
H  -3.98770  -3.52760  0.53993
H  -3.76165  -4.54265  -1.90132
H  -2.31825  -3.62501  -2.04024
H  -3.66163  -3.41418  -3.16267
S  0.91369  -2.52455  3.09067

Values from the calculation:
Energy relative to the best compared isomer or geometry (same formula, charge and spin) in kcal per mole: 39.4
Max |F| in eV/Å: 4.89
Kohn-Sham gap (alpha / beta) in hartree: 0.21840 / 0.22362

No. 2
The following is a DFT calculation (ωB97M-V/def2-TZVPD) of a cluster of 13 separate species, C4H37N2O12S2 in total in a non-equilibrium geometry.

CARTESIAN COORDINATES (ANGSTROEM)
S  2.44379  -2.49231  2.17130
S  2.36400  -2.12201  0.20443
C  0.88795  -1.07386  -0.13303
C  0.53541  -1.17684  -1.59881
C  -0.30766  0.06551  -2.09282
N  0.55568  1.24589  -2.01721
C  1.28278  1.52834  -3.26649
N  -0.36349  -2.40010  -1.80552
H  3.07177  -1.39493  2.73169
H  0.04372  -1.35335  0.52665
H  1.15488  0.00993  0.12896
H  1.38713  -1.23135  -2.19534
H  -1.19768  0.18239  -1.47070
H  -0.75781  -0.10028  -3.13002
H  -0.02407  2.04014  -1.75814
H  2.00083  0.70138  -3.48401
H  0.60452  1.66744  -4.09508
H  1.88356  2.47105  -3.14106
H  -1.30041  -2.18465  -1.39747
H  0.00165  -3.19145  -1.26312
H  -0.40598  -2.62256  -2.72874
H  -5.78634  1.12707  1.58487
H  -5.87561  1.37050  0.07603
O  -5.25458  1.36932  0.83463
H  0.29638  -4.86387  0.52319
H  -0.86428  -3.80414  0.76897
O  -0.37706  -4.28311  0.09613
H  5.20808  0.03650  -1.33390
H  5.54943  1.45069  -1.80579
O  4.80600  0.84197  -1.61837
H  0.32306  2.02832  2.36000
H  1.25763  0.87196  2.84097
O  0.38110  1.22244  2.98474
H  3.45184  1.36349  2.88470
H  2.87070  1.06811  1.41743
O  2.93666  0.71764  2.35760
H  -2.07631  -0.06604  3.48718
H  -0.80280  0.26140  2.66671
O  -1.63271  -0.30062  2.62540
H  1.29784  3.14365  0.72076
H  -0.25878  3.09617  0.52585
O  0.48756  3.23214  1.18466
H  -2.06055  3.47151  -0.66428
H  -1.96046  2.02407  -0.25386
O  -1.45230  2.77080  -0.61104
H  -3.63364  0.85480  0.51512
H  -2.33665  0.35273  1.25133
O  -2.71429  0.62835  0.34300
H  -1.58961  -1.93802  2.15186
H  -2.45058  -3.25086  2.41773
O  -1.90927  -2.80142  1.74121
H  2.01142  1.47390  -0.69542
H  3.53475  1.43817  -0.66747
O  2.76972  1.72556  -0.11547
H  -2.57549  -2.37539  0.22515
H  -2.75524  -0.96539  -0.36122
O  -2.67619  -1.86075  -0.64388

Values from the calculation:
Energy relative to the best compared isomer or geometry (same formula, charge and spin) in kcal per mole: 0.0
Max |F| in eV/Å: 3.80
Total charge: +1
Kohn-Sham gap in hartree: 0.34458